The following is a quantum chemistry calculation of a molecular structure, C29H29CsN10O6SSe3Te, from the OMol25 dataset.

XYZ file:
```
80
Properties=species:S:1:pos:R:3:forces:R:3:lowdin_charge:R:1
Cs -0.740525 -0.436548 0.008620 -0.01 -0.02 0.02 0.7091
N 3.885978 -0.764500 -0.542330 0.00 -0.15 -0.02 -0.0326
C 2.819193 -0.967827 -1.314926 -0.04 0.08 -0.02 -0.2390
N 2.084316 0.130056 -1.386965 0.00 -0.08 0.11 0.0651
C 2.761347 0.978278 -0.568961 -0.01 0.03 -0.01 -0.3717
N 3.861752 0.478060 -0.037196 -0.04 0.05 0.02 0.1221
C 2.254593 2.315371 -0.217788 0.04 0.00 -0.02 -0.2049
C 3.108762 3.402707 -0.022342 0.00 -0.04 0.00 -0.0774
N 2.655489 4.608929 0.290257 0.01 0.01 0.00 0.0725
C 1.335670 4.723537 0.432532 -0.02 0.00 -0.01 -0.1523
C 0.484098 3.642727 0.270109 -0.01 0.01 0.03 -0.1120
N 0.938756 2.441495 -0.068608 -0.03 0.00 -0.01 0.1221
H 4.463323 -1.546714 -0.171562 -0.02 0.07 -0.02 -0.0441
H 2.599797 -1.925996 -1.758511 0.04 0.01 -0.01 0.1035
H 4.178403 3.272321 -0.130790 0.00 0.01 0.00 0.1099
H 0.944147 5.700672 0.692500 0.01 0.01 0.00 0.1030
H -0.583994 3.730947 0.435961 0.00 -0.01 -0.01 0.0885
Se -1.434640 -3.654571 1.443212 -0.02 0.04 0.01 -0.3935
Se 0.376434 -3.933294 -0.021152 0.09 0.00 -0.02 -0.4458
Te 2.283246 -3.244559 1.583368 -0.03 -0.03 0.02 0.0970
Se 4.374321 -3.828110 0.338398 -0.01 0.01 -0.02 -0.3911
C 1.248067 4.640984 4.093222 -0.01 0.00 -0.02 -0.0958
C 0.140525 3.600585 4.192314 0.05 0.01 -0.04 -0.2776
S -0.398977 3.484888 5.877921 0.00 -0.03 0.06 0.6575
O -1.136713 4.681341 6.211398 -0.01 0.03 -0.01 -0.3247
O 0.734545 3.121147 6.701756 -0.01 0.02 0.00 -0.3134
C -1.552019 2.117275 5.904645 -0.04 -0.01 0.02 -0.1952
C -0.891360 0.777068 6.203323 0.01 -0.01 0.02 -0.1381
N -0.031954 0.319847 5.118748 0.06 -0.07 -0.03 0.0495
C -0.472315 -0.000433 3.871447 -0.09 0.08 0.00 -0.3275
N 0.517491 -0.066668 3.001314 0.02 0.01 -0.02 0.0964
C 1.655175 0.208516 3.689518 0.00 -0.04 -0.04 -0.0513
C 1.341822 0.458552 4.995312 -0.02 0.02 0.02 -0.1774
N 2.244174 0.600212 6.088070 0.02 0.00 -0.01 -0.3448
O 1.858698 0.297623 7.207622 -0.01 0.00 0.01 0.0576
O 3.371423 0.978043 5.825690 -0.01 0.00 0.00 0.0782
C -1.894402 -0.257942 3.523854 0.08 0.03 -0.10 -0.0103
H 1.598370 4.699154 3.063808 0.00 0.00 0.02 0.0496
H 2.090763 4.366227 4.726652 0.00 0.00 0.00 0.0787
H 0.887899 5.624754 4.394954 0.00 0.00 0.00 0.0784
H 0.499619 2.612633 3.899366 -0.02 0.00 0.02 0.0858
H -0.749328 3.834079 3.607628 -0.02 0.01 -0.01 0.0831
H -2.100218 2.149829 4.959366 0.00 -0.01 -0.02 0.0763
H -2.243112 2.375456 6.709286 0.01 0.02 0.00 0.1114
H -1.661585 0.023511 6.367614 0.00 0.01 -0.01 0.1259
H -0.284998 0.843858 7.099850 0.01 -0.01 0.00 0.1038
H 2.631783 0.160454 3.235715 0.01 0.01 0.01 0.1200
H -2.526578 -0.387638 4.399884 0.02 0.00 0.03 0.0802
H -1.921440 -1.177323 2.929358 -0.03 -0.02 0.02 0.0061
H -2.281631 0.563783 2.917249 -0.03 -0.01 0.02 0.0530
O -2.912024 3.168055 3.121071 0.02 0.00 0.02 0.0061
C -3.239627 2.951847 1.957926 0.01 0.03 -0.03 -0.5510
N -4.353703 3.580990 1.380726 -0.01 0.00 -0.02 0.1349
C -4.351547 3.330422 -0.048144 0.01 0.02 0.03 -0.2890
C -3.242423 2.230625 -0.111841 0.07 -0.11 -0.09 -0.5014
O -2.991594 1.619537 -1.145670 -0.06 0.07 0.01 -0.0338
N -2.631115 2.108559 1.076145 -0.02 -0.01 0.10 0.1407
C -3.931426 4.579640 -0.818232 -0.02 0.01 0.02 -0.1372
C -4.795309 5.674875 -0.825952 0.01 0.00 0.00 -0.0342
C -4.434178 6.860778 -1.443230 0.01 0.00 0.00 -0.0916
C -3.201084 6.966214 -2.075611 -0.01 0.00 0.00 -0.1048
C -2.345353 5.876621 -2.089238 0.01 0.00 -0.01 -0.0750
C -2.707718 4.686878 -1.467382 -0.01 0.00 -0.01 -0.0130
C -5.671413 2.791417 -0.569826 0.01 0.00 0.01 -0.1463
C -5.824159 2.564601 -1.936511 0.01 0.00 -0.01 -0.0198
C -7.010444 2.053772 -2.435469 -0.01 0.00 0.00 -0.0832
C -8.065176 1.765414 -1.577298 0.00 0.00 0.00 -0.1099
C -7.916566 1.984674 -0.217347 0.01 0.00 0.01 -0.0943
C -6.723523 2.491872 0.284902 -0.02 0.00 0.00 -0.0260
H -4.552917 4.506502 1.728117 0.00 -0.01 0.00 0.1391
H -5.766228 5.587060 -0.349895 0.00 0.00 0.00 0.1191
H -5.115586 7.702881 -1.436320 0.00 0.00 0.00 0.0952
H -2.914423 7.891282 -2.560330 0.00 0.00 0.00 0.0934
H -1.386403 5.944438 -2.588160 0.00 0.00 0.00 0.1022
H -2.045604 3.831838 -1.509227 0.01 0.01 0.00 0.1062
H -4.996411 2.773920 -2.601446 0.00 0.00 0.00 0.1207
H -7.111114 1.872172 -3.498497 0.00 0.00 0.00 0.0970
H -8.992901 1.364595 -1.967091 0.00 0.00 -0.01 0.0913
H -8.727821 1.753620 0.462426 0.00 0.00 0.00 0.0942
H -6.596497 2.648307 1.347791 0.01 0.00 0.00 0.1065
```
Positions in Å, forces in eV/Å.

Computed properties:
* E_LUMO: 0.128 Eh
* total charge: -2
* highest occupied orbital energy: -1.1 eV

=====

The following is a quantum chemistry calculation of a molecular structure, C29H29CsN10O6SSe3Te, from the OMol25 dataset.

XYZ file:
```
80
Properties=species:S:1:pos:R:3:forces:R:3:lowdin_charge:R:1
Cs -0.809425 -2.363447 0.545591 -0.03 -0.11 -0.05 0.6826
N -3.827978 -2.283924 4.850323 -0.01 0.02 0.00 0.0195
C -3.517666 -1.739317 3.664620 0.01 -0.05 -0.05 -0.1898
N -2.276290 -2.026181 3.356350 0.01 0.04 0.17 0.0944
C -1.865272 -2.778328 4.413593 0.03 0.02 -0.01 -0.3279
N -2.775327 -2.960235 5.349769 -0.02 -0.04 -0.03 0.1103
C -0.511991 -3.351625 4.506485 0.00 -0.05 -0.03 -0.1997
C -0.017013 -3.878979 5.698145 -0.03 0.01 0.00 -0.0861
N 1.203047 -4.392808 5.784339 0.02 -0.01 -0.01 0.0641
C 1.933166 -4.368642 4.670556 -0.01 0.00 0.02 -0.1272
C 1.448798 -3.844186 3.481273 0.02 0.01 0.01 -0.0951
N 0.221215 -3.345427 3.400185 0.05 0.07 0.00 0.0981
H -4.717805 -2.309151 5.314000 0.00 0.00 0.01 0.1475
H -4.213463 -1.186110 3.055217 0.00 -0.01 -0.01 0.0586
H -0.630383 -3.877626 6.590595 0.00 0.00 0.00 0.1039
H 2.936006 -4.775698 4.727595 0.00 0.00 0.00 0.0974
H 2.052810 -3.799475 2.580549 0.00 -0.01 0.00 0.0907
Se -6.322743 -0.783822 -0.932392 0.00 -0.02 0.01 -0.2047
Se -5.184857 -2.117969 0.622516 -0.03 0.02 0.00 -0.3468
Te -4.089933 -3.940920 -0.833198 -0.01 0.01 -0.01 0.0219
Se -2.946471 -5.250162 0.953344 -0.03 0.01 -0.03 -0.5365
C -3.864374 -2.127778 -4.837486 0.01 0.01 0.00 -0.1069
C -3.857945 -0.995864 -3.823861 -0.02 0.00 -0.01 -0.3140
S -4.363912 0.533453 -4.567865 -0.02 -0.04 -0.01 0.6482
O -5.674904 0.363582 -5.148943 0.01 -0.01 0.01 -0.3221
O -3.301829 1.041369 -5.415288 -0.01 0.01 0.00 -0.3185
C -4.537761 1.634764 -3.169834 -0.02 0.02 0.00 -0.2192
C -3.289463 2.451409 -2.862072 -0.01 0.02 0.04 -0.1298
N -2.103739 1.638311 -2.598449 0.03 0.01 0.02 0.0531
C -1.947184 0.800522 -1.537105 0.06 0.01 -0.04 -0.3286
N -0.885295 0.022250 -1.682546 -0.03 -0.02 0.04 0.0881
C -0.331057 0.349874 -2.875999 0.02 0.01 0.02 -0.0618
C -1.058554 1.346886 -3.455925 -0.01 0.00 -0.02 -0.1802
N -0.686352 2.098097 -4.606390 -0.08 -0.04 -0.03 -0.3464
O -1.159088 3.211985 -4.768065 0.01 0.01 0.02 0.0619
O 0.139858 1.589981 -5.345755 0.03 0.01 0.01 0.0660
C -2.868538 0.765800 -0.376233 -0.02 -0.01 -0.02 -0.0122
H -3.568393 -3.044640 -4.327590 0.00 0.00 0.00 0.0629
H -3.167464 -1.936575 -5.654353 0.00 0.00 0.00 0.0759
H -4.863399 -2.267324 -5.247886 0.00 0.00 0.00 0.0761
H -2.861679 -0.828949 -3.410149 0.00 0.00 0.00 0.0883
H -4.563942 -1.172871 -3.002334 0.01 0.00 -0.01 0.0100
H -4.902639 1.026299 -2.330270 0.02 0.00 -0.01 -0.0030
H -5.346977 2.308213 -3.458261 0.01 0.00 0.00 0.1111
H -3.479285 3.063978 -1.979351 0.00 -0.01 0.00 0.1286
H -3.048183 3.107584 -3.688955 0.01 0.01 -0.01 0.1040
H 0.574502 -0.099722 -3.246976 -0.01 -0.01 0.00 0.1254
H -3.184347 1.769303 -0.086957 0.01 0.00 -0.01 0.0920
H -2.353632 0.311163 0.467718 -0.02 0.05 -0.03 0.0562
H -3.772942 0.180886 -0.589473 0.00 0.00 0.03 -0.0169
O 2.743514 -2.540537 0.758273 0.02 -0.01 0.00 -0.0333
C 2.709304 -1.334925 0.991216 0.00 0.12 0.08 -0.5962
N 3.873440 -0.537046 0.958619 0.02 -0.06 -0.07 0.1307
C 3.471451 0.857780 0.964346 0.02 0.03 0.05 -0.2947
C 1.952402 0.699724 1.333541 0.03 0.01 -0.06 -0.4881
O 1.246434 1.673797 1.546409 0.01 -0.01 0.02 0.0369
N 1.615189 -0.599105 1.319422 -0.09 -0.01 0.04 0.0925
C 3.634515 1.468180 -0.423600 -0.01 0.00 0.00 -0.1362
C 4.890875 1.907857 -0.835914 0.00 0.00 0.00 -0.0371
C 5.092282 2.380247 -2.124509 0.00 0.00 0.00 -0.0950
C 4.033133 2.425577 -3.020587 0.00 0.00 0.00 -0.0970
C 2.777000 1.996624 -2.616930 0.00 0.00 -0.01 -0.0660
C 2.576561 1.521700 -1.327002 0.00 0.01 -0.01 0.0030
C 4.168934 1.684624 2.027512 0.00 -0.01 -0.03 -0.1537
C 3.902810 3.051033 2.113360 0.00 0.00 0.00 -0.0253
C 4.505235 3.824673 3.091029 0.00 0.00 0.00 -0.0880
C 5.385905 3.247802 3.999247 0.00 0.00 0.00 -0.1171
C 5.648916 1.889511 3.922568 0.00 0.00 0.00 -0.1001
C 5.040885 1.111673 2.943482 0.00 0.00 0.00 -0.0280
H 4.559885 -0.833422 0.280735 0.00 0.00 0.00 0.1381
H 5.716407 1.888325 -0.132984 0.00 0.00 0.00 0.1164
H 6.076870 2.716872 -2.427004 0.00 0.00 0.00 0.0930
H 4.181723 2.795796 -4.027398 0.00 0.00 0.00 0.0962
H 1.948199 2.031693 -3.313891 0.01 0.00 0.01 0.0835
H 1.589683 1.198134 -1.018811 0.01 0.00 0.00 0.1009
H 3.203654 3.493642 1.416273 0.00 0.00 0.00 0.1212
H 4.282304 4.883348 3.149379 0.00 0.00 0.00 0.0948
H 5.856924 3.854071 4.763798 0.00 0.00 0.00 0.0884
H 6.326572 1.426578 4.630218 0.00 0.00 0.00 0.0917
H 5.229087 0.047819 2.886404 0.00 0.00 0.00 0.1048
```
Positions in Å, forces in eV/Å.

Computed properties:
* E_LUMO: 0.132 Eh
* total charge: -2
* highest occupied orbital energy: -1.2 eV

=====

The following is a quantum chemistry calculation of a molecular structure, C29H29MnN2O4S6Te, from the OMol25 dataset.

XYZ file:
```
72
Properties=species:S:1:pos:R:3:forces:R:3:lowdin_charge:R:1
Mn 0.845357 -1.157361 0.254098 -0.52 2.16 2.11 0.6208
C 5.374096 -6.602011 -0.803320 0.02 0.09 0.07 -0.0538
C 4.972411 -5.272817 -0.219854 -0.06 -0.06 -0.05 -0.2788
C 4.711667 -4.181083 -1.039003 0.05 -0.02 0.06 -0.0388
C 4.221010 -2.993542 -0.510188 0.01 0.08 -0.04 -0.0534
C 4.006250 -2.892161 0.851786 -0.19 0.00 0.06 -0.2665
C 4.290270 -3.962914 1.692128 0.06 0.08 0.05 -0.0554
C 4.772434 -5.142190 1.155026 0.02 0.05 0.00 -0.0408
S 3.039751 -1.555307 1.536303 0.75 -0.35 -0.18 0.5865
O 3.736422 -0.974283 2.643214 0.02 -0.05 0.01 -0.2631
O 1.762846 -2.263224 1.805707 -0.18 0.31 -0.38 -0.3799
N 2.654571 -0.617872 0.342140 0.77 -0.37 0.29 -0.3060
C 3.001059 0.768117 0.128261 -0.13 0.18 -0.07 -0.1332
C 1.758887 1.413170 -0.510733 -0.27 -0.17 -0.01 -0.6295
O 1.765488 2.570991 -0.877725 0.14 -0.04 0.00 0.0404
O 0.730986 0.613834 -0.598593 -0.08 -0.40 -0.16 -0.2241
H 5.797441 -6.488848 -1.800755 -0.01 -0.01 0.00 0.0731
H 4.496746 -7.248325 -0.877618 0.03 -0.04 -0.04 0.0831
H 6.104896 -7.107184 -0.170809 0.00 -0.01 -0.02 0.0755
H 4.862537 -4.266653 -2.108919 0.00 0.00 0.01 0.1118
H 3.972075 -2.159593 -1.154018 -0.03 -0.02 0.01 0.1103
H 4.100844 -3.864115 2.754372 0.01 -0.07 -0.02 0.1210
H 4.968403 -5.987824 1.804665 0.01 0.02 0.00 0.1133
H 3.846899 0.880622 -0.551899 0.01 0.02 -0.02 0.1202
H 3.234689 1.293403 1.056348 -0.03 -0.02 0.03 0.1267
S -4.343962 -2.371469 5.239261 -0.10 -0.07 0.09 0.4598
C -3.466169 -1.627854 4.059032 0.11 0.12 -0.04 -1.5386
S -4.064845 -1.278585 2.485477 0.08 0.07 0.10 0.8753
C -2.612082 -0.549107 1.829550 0.13 -0.15 0.16 -1.1103
C -1.529775 -0.468893 2.649658 -0.28 -0.09 0.01 -1.1285
S 0.027874 0.195802 2.345883 0.09 -0.14 -0.39 0.5948
S -1.835969 -1.098423 4.269853 0.00 0.03 -0.20 0.8942
S -2.696703 -0.175629 0.128007 0.09 0.12 -0.19 0.3809
C -7.770275 5.388527 0.489036 0.06 -0.06 0.04 -0.0578
C -6.529845 4.536049 0.428819 0.01 -0.01 -0.01 -0.2776
C -6.462257 3.414620 -0.384917 0.00 0.02 0.01 -0.0283
C -5.302755 2.654429 -0.504156 0.10 -0.05 -0.08 -0.3054
C -5.332712 1.474432 -1.437191 0.09 0.06 0.04 -0.1005
C -4.159470 3.012802 0.233634 0.16 0.06 -0.13 -0.4303
Te -2.199542 2.155885 -0.113080 -0.43 -0.13 0.05 1.1374
C -4.235758 4.111664 1.106079 0.17 -0.06 0.13 -0.3185
C -3.087031 4.553482 1.984530 -0.04 0.00 -0.10 -0.0993
C -5.409876 4.856266 1.178277 -0.04 0.01 0.00 -0.0335
H -8.553467 4.985106 -0.152675 -0.01 0.01 0.02 0.0686
H -7.553078 6.407372 0.161740 -0.03 0.00 0.01 0.0770
H -8.156530 5.444233 1.508854 -0.02 0.01 -0.02 0.0772
H -7.332446 3.129964 -0.968821 0.02 0.00 0.01 0.1092
H -6.180822 1.542991 -2.119627 0.03 0.02 0.01 0.0713
H -5.417083 0.543004 -0.877998 0.04 -0.05 0.00 0.0606
H -4.409142 1.419349 -2.015376 0.00 -0.04 -0.04 0.0402
H -2.359075 3.758803 2.129485 0.00 0.02 0.07 0.0146
H -3.459908 4.862961 2.961567 -0.01 0.04 -0.02 0.0765
H -2.564689 5.404291 1.538567 0.03 -0.02 0.03 0.0851
H -5.437947 5.721666 1.835308 0.00 -0.04 0.01 0.1181
C 0.500932 -4.925690 0.081559 0.00 0.11 -0.13 -0.0283
C -0.101638 -4.548161 -1.245950 0.14 0.13 0.15 -0.2052
C -0.415663 -5.500289 -2.202467 -0.02 0.00 -0.02 -0.0622
C -0.910887 -5.125633 -3.443300 -0.01 0.00 -0.03 -0.0934
C -1.113244 -3.784468 -3.730603 0.00 -0.04 -0.01 -0.0609
C -0.815207 -2.795654 -2.803481 0.04 0.19 0.05 -0.2033
C -1.040450 -1.339506 -3.117086 0.01 -0.14 0.10 -0.0341
C -0.293945 -3.188163 -1.559050 0.09 -0.44 -0.25 -0.2377
N 0.075626 -2.234232 -0.638314 -0.84 -0.93 -1.29 0.0058
H 0.224797 -5.940485 0.366673 0.01 -0.01 -0.03 0.0788
H 0.188199 -4.232907 0.861148 -0.01 -0.06 0.07 0.0702
H 1.593134 -4.862101 0.029619 -0.01 -0.01 0.05 0.0788
H -0.253956 -6.547816 -1.974038 -0.02 0.01 0.01 0.1057
H -1.129266 -5.877897 -4.191697 -0.03 0.00 0.03 0.0952
H -1.501778 -3.490932 -4.699478 0.00 0.00 0.01 0.1077
H -0.864075 -1.141522 -4.174463 0.00 0.00 0.00 0.0794
H -0.394835 -0.701138 -2.516048 -0.01 0.09 -0.04 0.0564
H -2.073216 -1.065049 -2.889292 0.01 0.05 0.02 0.0753
```
Positions in Å, forces in eV/Å.

Computed properties:
* spin multiplicity: 2
* E_LUMO (spin up / spin down): 0.063 / 0.080 Eh
* total charge: -1
* highest occupied orbital energy (spin up / spin down): -4.5 / -4.6 eV
* ⟨S²⟩: 1.03